[1]
DFT (the ωB97M-V functional and the def2-TZVPD basis) results for an isolated molecule of C2H10O3Si2 at a distorted geometry.

Geometry as XYZ:
```
17
Properties=species:S:1:pos:R:3:forces:R:3:mulliken_charge:R:1
C 1.90175 -2.22081 0.86173 -0.058 0.451 -0.445 -0.98
C -1.59040 1.97689 -1.15180 0.077 -0.469 0.587 -0.96
O -2.38657 -0.47803 0.07827 -0.477 -0.211 -0.240 -0.50
O -1.24837 1.21035 1.72561 -0.359 0.035 0.200 -0.50
O 0.35315 0.01981 -0.12318 -3.683 1.676 0.747 0.10
Si 1.67521 -0.83360 -0.41573 0.223 -0.661 0.677 0.23
Si -1.28274 0.68806 0.18686 3.451 -0.586 -1.418 0.50
H 1.08088 -2.93260 0.83699 -0.157 -0.070 -0.095 0.27
H 2.81693 -2.77079 0.66697 0.216 -0.123 -0.067 0.33
H 1.96419 -1.83008 1.87405 0.011 0.163 0.101 0.28
H -1.65214 2.97749 -0.73553 -0.011 0.142 0.123 0.32
H -0.79281 1.97054 -1.88651 0.170 -0.081 -0.052 0.30
H -2.52161 1.77711 -1.67021 -0.200 -0.083 -0.034 0.31
H -2.43175 -1.15903 0.74606 0.018 -0.159 0.192 0.30
H -0.57724 1.83490 1.98841 0.250 0.155 0.088 0.31
H 2.78818 0.12107 -0.31701 0.364 -0.022 -0.104 -0.16
H 1.57432 -1.40267 -1.76428 0.165 -0.156 -0.261 -0.15
```
Positions in Å, forces in eV/Å.

energy	-887.1065	Eh
lowest unoccupied orbital energy	0.5	eV
orbital gap	10.8	eV
ΔE to the lowest compared entry with this formula, charge and spin	0.0	kJ/mol
spin multiplicity	1


[2]
DFT (the ωB97M-V functional and the def2-TZVPD basis) results for a cluster of 4 separate species, C2H10O4 in total at a distorted geometry.

Geometry as XYZ:
```
16
Properties=species:S:1:pos:R:3:forces:R:3:mulliken_charge:R:1
O 1.96103 0.88637 0.20654 0.536 0.103 0.569 -0.52
C 2.25280 0.35222 -0.82989 -1.638 0.122 -0.438 0.11
C 1.76097 -1.02707 -1.20095 0.841 0.234 -0.041 -0.86
H 2.64134 0.99023 -1.64159 0.547 -0.248 -0.045 0.34
H 0.71711 -0.90328 -1.48818 -0.038 -0.016 -0.134 0.23
H 1.81174 -1.72457 -0.36916 -0.007 0.067 0.106 0.30
H 2.34889 -1.39481 -2.04105 -0.208 -0.181 -0.061 0.31
H 0.69953 0.99988 1.58932 -0.036 -0.302 -0.071 0.44
H 0.78505 1.03834 3.07813 -0.622 0.021 -0.185 0.31
O 0.11942 0.98198 2.36882 0.707 0.199 0.236 -0.69
H -1.60758 2.93888 -0.19684 0.143 -0.140 0.167 0.30
H -0.75530 2.08425 0.79639 -0.403 0.220 -0.749 0.35
O -0.98608 2.20306 -0.15325 0.169 -0.093 0.639 -0.62
H -4.69962 -2.50349 -0.00523 0.146 -0.172 0.044 0.32
H -3.24968 -2.06951 -0.15761 -0.315 -0.636 0.197 0.32
O -3.79963 -2.85247 0.04456 0.179 0.821 -0.233 -0.64
```
Positions in Å, forces in eV/Å.

energy	-383.1376	Eh
lowest unoccupied orbital energy	0.6	eV
orbital gap	11.0	eV
ΔE to the lowest compared entry with this formula, charge and spin	47.1	kJ/mol
spin multiplicity	1


[3]
DFT (the ωB97M-V functional and the def2-TZVPD basis) results for a cluster of 4 separate species, C2H10O4 in total at a distorted geometry.

Geometry as XYZ:
```
16
Properties=species:S:1:pos:R:3:forces:R:3:mulliken_charge:R:1
O 1.28066 2.59292 0.71749 -0.690 -0.148 -1.293 -0.50
C 0.15525 2.20386 0.92309 0.553 -0.065 3.669 0.28
C -0.93737 1.70372 0.07597 -1.568 1.616 -2.582 -0.87
H -0.10494 2.17248 2.06404 -0.123 0.009 -1.421 0.26
H -0.72796 1.77726 -1.01678 0.264 -0.128 0.717 0.29
H -1.24245 0.67882 0.25514 0.095 -0.077 0.516 0.23
H -1.86733 2.39277 0.17550 1.472 -1.171 0.352 0.30
H 2.66186 0.92494 0.29084 -0.242 3.879 -1.340 0.29
H 3.51882 -0.21399 0.56959 -0.590 -0.171 0.183 0.29
O 2.59434 0.08781 0.62031 0.761 -3.889 1.189 -0.56
H 0.75776 -1.77127 0.34155 -0.297 -0.258 -0.685 0.32
H 0.66649 -2.62158 -0.95143 0.674 -0.378 -0.651 0.30
O 0.14416 -2.19799 -0.29051 -0.312 0.799 1.394 -0.65
H -2.85979 -2.93724 -1.00567 -1.127 -0.670 -0.494 0.32
H -1.72513 -2.24818 -1.07933 3.976 2.034 2.151 0.29
O -2.31436 -2.54434 -1.68979 -2.846 -1.383 -1.705 -0.59
```
Positions in Å, forces in eV/Å.

energy	-383.1183	Eh
lowest unoccupied orbital energy	0.6	eV
orbital gap	10.7	eV
ΔE to the lowest compared entry with this formula, charge and spin	97.7	kJ/mol
spin multiplicity	1


[4]
DFT (the ωB97M-V functional and the def2-TZVPD basis) results for a cluster of 2 separate species, C2H10OSi2 in total at a distorted geometry.

Geometry as XYZ:
```
15
Properties=species:S:1:pos:R:3:forces:R:3:mulliken_charge:R:1
C -0.98097 -1.48565 1.31321 0.826 -2.676 -2.721 -1.03
C -1.56380 1.23695 -0.45473 -0.881 -1.266 1.082 -0.98
O 2.52803 -0.02599 -1.40787 -0.801 -0.903 -0.072 -0.41
Si 1.81838 0.30119 0.01456 0.195 1.129 1.871 0.33
Si -0.46226 -0.29738 -0.13218 -0.608 -0.898 -2.353 0.15
H -1.70303 -2.26283 0.86666 0.322 1.546 1.021 0.28
H -0.16842 -2.20197 1.62277 -0.191 0.991 -0.517 0.32
H -1.25015 -1.00913 2.20820 -1.029 0.746 1.001 0.38
H -2.45030 1.07106 -1.13388 0.782 -0.064 1.224 0.31
H -1.78614 1.67775 0.54598 -0.330 -0.070 -0.874 0.32
H -0.94421 1.90356 -0.97997 0.949 1.081 -0.660 0.32
H 3.08977 0.56522 -1.85095 1.081 1.110 -0.803 0.30
H 1.82158 1.81922 0.52424 0.034 -1.248 -0.836 -0.10
H 2.73208 -0.32842 1.06753 -0.797 0.043 -0.348 -0.11
H -0.68058 -0.96360 -2.20357 0.447 0.480 2.987 -0.06
```
Positions in Å, forces in eV/Å.

energy	-736.3534	Eh
lowest unoccupied orbital energy	0.3	eV
orbital gap	9.3	eV
ΔE to the lowest compared entry with this formula, charge and spin	150.8	kJ/mol
spin multiplicity	1


[5]
DFT (the ωB97M-V functional and the def2-TZVPD basis) results for a cluster of 2 separate species, C2H10OSi3 in total at a distorted geometry.

Geometry as XYZ:
```
16
Properties=species:S:1:pos:R:3:forces:R:3:mulliken_charge:R:1
C 2.52248 1.47601 0.72431 -2.715 1.610 0.291 -0.47
C 2.37003 0.37965 0.00053 1.812 -1.277 0.379 -0.21
O 1.52355 -2.12248 -0.69747 0.054 -0.340 0.458 -0.44
Si -1.55079 0.65114 -0.73193 -1.183 2.688 1.419 0.38
Si -2.85204 -0.78556 0.59552 -1.786 -0.109 -1.662 0.33
Si 1.01506 -0.90735 0.30856 -0.118 0.269 -0.659 0.16
H 3.43346 1.96951 1.04696 0.004 -0.049 -0.349 0.26
H 1.52747 1.99452 0.93919 1.553 -0.363 0.453 0.12
H 3.36101 -0.04469 -0.25455 -0.365 -0.228 -0.275 0.24
H 2.44567 -2.24611 -0.94645 -0.097 0.244 -0.234 0.31
H -1.00444 -0.16074 -1.65197 1.544 -2.115 -2.382 -0.13
H -2.45437 1.57080 -1.57786 0.453 -0.389 0.707 -0.13
H -0.35201 1.48702 -0.21515 -1.077 -0.522 -0.028 -0.11
H -2.80864 -0.46257 1.96197 0.291 0.111 1.567 -0.11
H -4.34146 -0.55391 0.21941 0.977 0.200 0.145 -0.12
H -2.83498 -2.24526 0.27895 0.654 0.268 0.171 -0.08
```
Positions in Å, forces in eV/Å.

energy	-1025.7935	Eh
lowest unoccupied orbital energy	-0.3	eV
orbital gap	8.4	eV
ΔE to the lowest compared entry with this formula, charge and spin	54.6	kJ/mol
spin multiplicity	1


[6]
DFT (the ωB97M-V functional and the def2-TZVPD basis) results for an isolated molecule of C2H10Si4 at a distorted geometry.

Geometry as XYZ:
```
16
Properties=species:S:1:pos:R:3:forces:R:3:mulliken_spin:R:1
C 1.49134 0.14447 -0.22697 0.326 -0.904 1.305 0.09
C -0.73615 -1.43849 1.41778 1.407 1.055 -3.948 0.03
Si 2.00007 0.75152 1.57486 -0.444 0.277 -1.166 1.63
Si -0.07511 -0.93545 -0.15140 0.462 0.108 2.176 0.00
Si 0.63118 2.61836 1.54060 0.739 0.756 -0.041 0.19
Si -0.88472 -2.10838 -1.89200 -1.561 -0.778 -2.068 0.01
H 1.43828 1.02991 -0.84159 -0.341 0.390 -0.218 0.00
H 2.38567 -0.36233 -0.56474 0.077 -0.562 -0.452 -0.02
H -0.26147 -1.11645 2.27672 0.523 0.556 1.924 -0.03
H -1.74060 -1.71164 1.38355 -1.441 -1.012 0.421 0.01
H 0.86972 3.53808 0.35589 -0.007 -0.578 0.319 0.04
H 0.76058 3.46913 2.71386 -0.144 0.170 0.426 0.01
H -0.65538 1.97004 1.42321 -0.718 -0.067 -0.086 0.03
H -2.08165 -2.90592 -1.57894 0.014 -0.249 0.860 0.00
H -0.06233 -3.11583 -2.63790 0.301 0.461 0.359 0.00
H -1.66448 -1.38370 -2.96803 0.805 0.376 0.191 0.00
```
Positions in Å, forces in eV/Å.

energy	-1239.9364	Eh
lowest unoccupied orbital energy (alpha / beta)	-0.1 / -2.2	eV
orbital gap (alpha / beta)	7.0 / 6.2	eV
spin multiplicity	3


[7]
DFT (the ωB97M-V functional and the def2-TZVPD basis) results for the ion C2H11B2NOP with charge -1 at a distorted geometry.

Geometry as XYZ:
```
18
Properties=species:S:1:pos:R:3:forces:R:3:mulliken_charge:R:1
C -2.19770 -1.01296 1.19531 0.108 0.409 -0.313 -1.12
P -0.47823 -0.89736 0.48429 0.199 -0.736 0.407 -0.01
C -0.80198 -1.45477 -1.27078 0.153 0.497 0.154 -1.16
B 0.00437 0.97663 0.34840 0.003 0.730 0.037 0.99
B 1.69874 1.08818 0.34048 0.077 0.181 0.324 -0.29
N 2.46254 1.80528 -0.72069 -0.155 -0.087 0.287 -0.74
O 2.48499 0.51852 1.36685 0.022 -0.799 -0.705 -0.62
H -2.41736 -2.02121 1.53064 -0.078 -0.250 -0.071 0.37
H -2.24803 -0.35953 2.06141 0.047 0.126 0.144 0.27
H -2.95577 -0.67883 0.48554 -0.181 0.011 -0.056 0.27
H -1.63840 -2.14277 -1.34908 -0.073 -0.233 0.067 0.38
H 0.10018 -1.93204 -1.64047 0.084 -0.224 -0.145 0.28
H -0.99308 -0.59190 -1.90715 -0.166 0.132 -0.113 0.28
H -0.45503 1.52599 -0.65006 -0.218 -0.062 -0.063 -0.35
H -0.41726 1.53579 1.35194 -0.076 -0.116 0.122 -0.25
H 1.81148 2.44602 -1.15595 -0.029 -0.241 -0.409 0.26
H 2.83766 1.19669 -1.43864 0.219 0.102 -0.032 0.21
H 3.20287 -0.00173 0.96795 0.063 0.560 0.363 0.24
```
Positions in Å, forces in eV/Å.

energy	-603.9300	Eh
lowest unoccupied orbital energy	3.6	eV
orbital gap	6.6	eV
total charge	-1
spin multiplicity	1


What is the formula in the third record?
C2H10O4